No. 1
{
  "formula": "C36H90BaN2O23P5",
  "method": "ωB97M-V/def2-TZVPD",
  "lumo_energy_ev": -4.662,
  "homo_lumo_gap_ev": 3.84,
  "relative_energy_kcal_mol": 225.40,
  "charge": 1,
  "homo_ha": -0.312,
  "symbols": ["Ba", "O", "H", "C", "O", "N", "C", "C", "H", "H", "H", "H", "H", "H", "H", "C", "O", "N", "C", "C", "H", "H", "H", "H", "H", "H", "H", "C", "C", "O", "P", "O", "O", "C", "C", "O", "C", "C", "H", "H", "H", "H", "H", "H", "H", "H", "H", "H", "H", "H", "H", "H", "H", "C", "C", "O", "P", "O", "O", "C", "C", "O", "C", "C", "H", "H", "H", "H", "H", "H", "H", "H", "H", "H", "H", "H", "H", "H", "H", "C", "C", "O", "P", "O", "O", "C", "C", "O", "C", "C", "H", "H", "H", "H", "H", "H", "H", "H", "H", "H", "H", "H", "H", "H", "H", "C", "C", "O", "P", "O", "O", "C", "C", "O", "C", "C", "H", "H", "H", "H", "H", "H", "H", "H", "H", "H", "H", "H", "H", "H", "H", "C", "C", "O", "P", "O", "O", "C", "C", "O", "C", "C", "H", "H", "H", "H", "H", "H", "H", "H", "H", "H", "H", "H", "H", "H", "H"],
  "positions_angstrom": [[-0.548, -0.217, 0.136], [-2.350, -1.384, 4.069], [-2.707, -2.291, 4.007], [-0.936, -4.175, -5.834], [-0.936, -3.748, -4.684], [-1.369, -5.365, -6.167], [-1.162, -5.907, -7.445], [-1.871, -6.280, -5.166], [-0.472, -3.623, -6.666], [-0.297, -6.570, -7.459], [-0.866, -5.209, -8.227], [-1.997, -6.489, -7.835], [-1.112, -6.681, -4.496], [-2.673, -5.897, -4.535], [-2.391, -7.126, -5.616], [4.414, 2.564, -4.384], [3.469, 1.832, -4.033], [5.478, 2.210, -5.244], [6.598, 3.090, -5.510], [5.724, 0.883, -5.923], [4.532, 3.636, -4.162], [6.754, 3.195, -6.584], [7.486, 2.694, -5.018], [6.528, 4.043, -4.985], [5.909, 1.054, -6.984], [6.510, 0.309, -5.432], [4.846, 0.236, -5.919], [-7.540, -5.754, 2.253], [-6.618, -5.394, 1.058], [-7.414, -4.913, -0.001], [-7.320, -3.373, -0.427], [-5.978, -2.749, -0.573], [-8.113, -3.490, -1.845], [-9.384, -4.067, -1.913], [-10.217, -3.223, -2.932], [-8.396, -2.575, 0.574], [-8.114, -1.214, 0.993], [-8.475, -0.304, -0.190], [-7.020, -6.268, 3.061], [-8.042, -4.883, 2.676], [-8.352, -6.439, 2.010], [-5.771, -4.769, 1.340], [-6.108, -6.314, 0.773], [-9.424, -5.126, -2.168], [-9.807, -4.117, -0.910], [-11.299, -3.325, -2.860], [-9.949, -2.168, -2.872], [-9.947, -3.529, -3.943], [-8.732, -0.995, 1.864], [-7.085, -1.087, 1.330], [-9.516, -0.021, -0.035], [-7.875, 0.602, -0.283], [-8.482, -0.790, -1.165], [8.396, 3.267, 3.272], [7.819, 2.024, 4.015], [6.692, 1.723, 3.194], [6.061, 0.226, 3.218], [4.887, 0.052, 2.341], [7.388, -0.692, 2.820], [7.642, -0.899, 1.456], [8.406, 0.301, 0.828], [5.931, -0.253, 4.806], [4.822, -0.889, 5.363], [3.836, 0.167, 5.971], [8.403, 3.128, 2.191], [7.791, 4.140, 3.515], [9.433, 3.343, 3.598], [8.403, 1.103, 3.997], [7.360, 2.287, 4.968], [8.232, -1.808, 1.344], [6.739, -1.096, 0.877], [8.439, 0.107, -0.244], [7.806, 1.209, 0.774], [9.367, 0.604, 1.243], [4.228, -1.356, 4.577], [5.013, -1.631, 6.139], [2.907, -0.321, 6.263], [4.296, 0.583, 6.868], [3.709, 0.994, 5.272], [-0.502, 9.598, 2.960], [0.689, 8.837, 3.618], [0.693, 7.557, 3.080], [0.282, 6.198, 3.895], [0.577, 4.924, 3.256], [-1.297, 6.473, 4.164], [-1.977, 5.361, 4.713], [-3.046, 5.839, 5.699], [0.848, 6.345, 5.402], [2.220, 6.340, 5.610], [2.804, 7.715, 6.183], [-1.427, 9.151, 3.324], [-0.549, 10.675, 3.118], [-0.488, 9.327, 1.904], [1.599, 9.392, 3.387], [0.522, 8.847, 4.695], [-2.423, 4.696, 3.972], [-1.274, 4.760, 5.289], [-3.806, 6.527, 5.329], [-3.523, 4.959, 6.129], [-2.483, 6.273, 6.525], [2.449, 5.467, 6.223], [2.861, 6.159, 4.747], [3.867, 7.615, 6.405], [2.581, 8.481, 5.440], [2.334, 7.976, 7.131], [-6.130, 7.415, -1.504], [-5.014, 6.404, -1.606], [-4.986, 5.913, -2.946], [-4.075, 4.633, -3.369], [-3.883, 3.732, -2.196], [-2.770, 5.222, -4.032], [-2.681, 6.176, -5.030], [-2.633, 7.519, -4.378], [-4.893, 4.002, -4.647], [-4.311, 2.919, -5.409], [-5.316, 1.868, -5.946], [-6.336, 7.774, -0.495], [-5.965, 8.316, -2.093], [-7.085, 7.127, -1.943], [-4.039, 6.870, -1.464], [-5.053, 5.649, -0.820], [-1.698, 6.023, -5.474], [-3.452, 6.086, -5.795], [-2.273, 8.314, -5.031], [-3.609, 7.867, -4.039], [-1.928, 7.570, -3.548], [-3.939, 3.337, -6.344], [-3.458, 2.490, -4.883], [-6.101, 1.556, -5.258], [-5.954, 2.278, -6.729], [-4.717, 1.089, -6.417], [5.409, -7.902, 4.220], [5.400, -7.358, 2.795], [4.159, -6.736, 2.447], [3.546, -6.803, 0.926], [2.407, -5.849, 0.654], [4.891, -6.693, -0.042], [4.740, -6.926, -1.439], [5.792, -7.976, -1.859], [3.114, -8.343, 0.685], [2.045, -8.884, 1.437], [1.326, -10.052, 0.710], [4.903, -8.862, 4.332], [6.447, -7.993, 4.540], [4.868, -7.203, 4.858], [6.139, -6.604, 2.525], [5.720, -8.122, 2.087], [3.754, -7.353, -1.623], [4.956, -5.959, -1.891], [5.713, -8.202, -2.922], [6.792, -7.548, -1.789], [5.774, -8.878, -1.248], [2.511, -9.128, 2.392], [1.282, -8.115, 1.559], [0.541, -10.488, 1.329], [0.848, -9.748, -0.221], [2.102, -10.729, 0.352]]
}

No. 2
{
  "formula": "C36H90O24P6",
  "method": "ωB97M-V/def2-TZVPD",
  "lumo_energy_ev": [2.079, 2.142],
  "homo_lumo_gap_ev": [1.45, 10.37],
  "spin_multiplicity": 2,
  "charge": -1,
  "homo_ha": [0.023, -0.302],
  "symbols": ["C", "C", "O", "P", "O", "O", "C", "C", "O", "C", "C", "H", "H", "H", "H", "H", "H", "H", "H", "H", "H", "H", "H", "H", "H", "H", "C", "C", "O", "P", "O", "O", "C", "C", "O", "C", "C", "H", "H", "H", "H", "H", "H", "H", "H", "H", "H", "H", "H", "H", "H", "H", "C", "C", "O", "P", "O", "O", "C", "C", "O", "C", "C", "H", "H", "H", "H", "H", "H", "H", "H", "H", "H", "H", "H", "H", "H", "H", "C", "C", "O", "P", "O", "O", "C", "C", "O", "C", "C", "H", "H", "H", "H", "H", "H", "H", "H", "H", "H", "H", "H", "H", "H", "H", "C", "C", "O", "P", "O", "O", "C", "C", "O", "C", "C", "H", "H", "H", "H", "H", "H", "H", "H", "H", "H", "H", "H", "H", "H", "H", "C", "C", "O", "P", "O", "O", "C", "C", "O", "C", "C", "H", "H", "H", "H", "H", "H", "H", "H", "H", "H", "H", "H", "H", "H", "H"],
  "positions_angstrom": [[11.834, -2.291, 15.387], [13.198, -2.414, 14.611], [13.875, -1.193, 14.438], [13.562, -0.041, 13.365], [12.128, 0.293, 13.102], [14.357, -0.476, 12.039], [13.788, -1.199, 10.949], [14.345, -2.627, 10.832], [14.478, 1.221, 13.941], [13.899, 2.338, 14.585], [13.164, 3.169, 13.510], [11.140, -3.103, 15.170], [12.129, -2.223, 16.435], [11.436, -1.316, 15.104], [13.814, -3.271, 14.882], [12.797, -2.643, 13.624], [12.741, -1.264, 11.246], [13.825, -0.750, 9.957], [13.940, -3.050, 9.913], [15.428, -2.635, 10.710], [14.051, -3.251, 11.676], [13.200, 2.020, 15.359], [14.600, 2.974, 15.126], [13.811, 3.404, 12.665], [12.284, 2.668, 13.108], [12.847, 4.025, 14.106], [10.224, -1.482, 8.474], [11.074, -2.697, 7.971], [12.031, -2.048, 7.116], [12.079, -2.408, 5.521], [11.296, -3.634, 5.053], [11.630, -0.962, 5.030], [11.592, -0.579, 3.716], [12.999, -0.153, 3.320], [13.618, -2.424, 5.220], [14.546, -3.411, 5.713], [15.415, -2.766, 6.800], [9.759, -0.913, 7.669], [9.453, -1.827, 9.162], [10.939, -0.798, 8.931], [11.536, -3.004, 8.910], [10.571, -3.594, 7.609], [11.124, -1.375, 3.136], [10.965, 0.310, 3.774], [13.023, 0.533, 2.474], [13.567, 0.269, 4.149], [13.635, -0.989, 3.028], [13.977, -4.248, 6.120], [15.308, -3.602, 4.958], [16.258, -3.398, 7.079], [15.729, -1.747, 6.574], [14.812, -2.656, 7.701], [13.727, -6.688, 8.452], [13.123, -7.192, 9.829], [13.053, -6.120, 10.734], [12.081, -6.282, 11.961], [12.144, -5.191, 12.952], [10.613, -6.502, 11.229], [9.956, -5.464, 10.605], [8.556, -5.870, 10.306], [12.397, -7.767, 12.551], [12.035, -8.088, 13.814], [12.042, -9.563, 14.034], [13.319, -5.687, 8.309], [14.796, -6.516, 8.582], [13.527, -7.275, 7.556], [12.136, -7.578, 9.574], [13.685, -7.935, 10.394], [9.850, -4.554, 11.194], [10.368, -5.142, 9.649], [8.040, -6.548, 10.986], [7.957, -5.146, 9.753], [8.750, -6.630, 9.549], [12.804, -7.721, 14.495], [11.296, -7.608, 14.456], [11.846, -9.950, 15.033], [11.462, -10.232, 13.398], [13.059, -9.903, 13.842], [10.650, -7.478, 17.684], [9.579, -6.666, 16.934], [8.713, -6.092, 17.965], [7.439, -5.237, 17.608], [7.625, -4.217, 16.536], [6.323, -6.407, 17.355], [5.946, -7.360, 18.352], [4.624, -6.997, 19.075], [6.962, -4.634, 19.037], [7.843, -4.330, 20.057], [8.182, -2.742, 20.038], [11.333, -7.994, 17.009], [11.286, -6.755, 18.195], [10.218, -8.188, 18.390], [10.233, -5.881, 16.556], [9.119, -7.239, 16.128], [5.847, -8.241, 17.719], [6.795, -7.569, 19.002], [3.684, -7.083, 18.530], [4.652, -7.786, 19.826], [4.797, -6.089, 19.653], [7.206, -4.479, 20.928], [8.696, -5.005, 20.132], [8.918, -2.515, 19.266], [7.338, -2.070, 19.884], [8.583, -2.667, 21.049], [0.602, -3.791, 12.184], [1.796, -4.656, 11.861], [2.896, -3.797, 11.764], [4.110, -3.641, 12.817], [5.231, -2.732, 12.478], [4.577, -5.178, 12.986], [5.556, -5.480, 14.039], [6.856, -6.115, 13.483], [3.180, -3.387, 14.211], [3.335, -2.188, 14.980], [4.210, -2.211, 16.141], [0.627, -3.208, 11.264], [-0.284, -4.414, 12.305], [0.855, -3.167, 13.042], [1.856, -5.436, 12.620], [1.665, -5.251, 10.958], [5.851, -4.596, 14.603], [5.036, -6.147, 14.727], [7.641, -5.466, 13.093], [7.271, -6.729, 14.282], [6.649, -6.941, 12.802], [3.464, -1.319, 14.335], [2.315, -1.969, 15.294], [5.050, -2.886, 15.980], [4.692, -1.240, 16.261], [3.588, -2.379, 17.020], [18.265, -6.490, 8.155], [18.080, -7.834, 7.376], [16.761, -8.149, 7.678], [16.140, -9.597, 7.401], [15.095, -9.401, 6.358], [17.392, -10.520, 7.036], [17.162, -11.761, 6.598], [17.346, -11.996, 5.042], [15.583, -10.063, 8.929], [16.536, -10.448, 9.911], [17.089, -9.201, 10.663], [17.489, -5.736, 8.027], [18.404, -6.722, 9.211], [19.293, -6.175, 7.975], [18.091, -7.564, 6.320], [18.850, -8.550, 7.665], [17.732, -12.474, 7.193], [16.199, -12.132, 6.949], [16.711, -11.412, 4.376], [18.398, -11.853, 4.793], [17.269, -13.023, 4.683], [16.009, -11.123, 10.585], [17.348, -11.068, 9.531], [16.293, -8.787, 11.282], [17.780, -9.508, 11.447], [17.547, -8.396, 10.088]]
}